Formula: C5H9NO
Source: the OMol25 dataset
Level of theory: ωB97M-V/def2-TZVPD

Values from the calculation:
LUMO energy: 0.95 eV
electronic energy: -8865.165 eV
highest occupied orbital energy: -7.9040 eV

```
16
Properties=species:S:1:pos:R:3:lowdin_charge:R:1
C -2.153 -0.901 -0.300 -0.007
C 2.146 0.234 -0.021 -0.056
C -0.922 -0.022 -0.217 -0.332
C -0.138 0.551 -1.167 0.013
C 0.825 0.978 -0.102 -0.293
O 0.163 -0.492 1.770 -0.011
N -0.239 0.447 0.815 -0.124
H -0.501 -0.371 2.470 0.109
H -0.152 0.622 -2.244 0.096
H 0.952 2.060 0.026 0.137
H -2.391 -1.372 0.656 0.071
H -3.008 -0.267 -0.563 0.078
H -2.070 -1.625 -1.115 0.081
H 2.650 0.441 0.930 0.075
H 2.023 -0.850 -0.115 0.084
H 2.815 0.566 -0.822 0.079
```



Formula: C4H5NO
Source: the OMol25 dataset
Level of theory: ωB97M-V/def2-TZVPD

Values from the calculation:
LUMO energy: 0.39 eV
electronic energy: -7762.652 eV
highest occupied orbital energy: -7.9354 eV

```
11
Properties=species:S:1:pos:R:3:lowdin_charge:R:1
O -1.392 -0.878 -1.311 0.098
C -0.472 -0.312 -0.506 -0.368
C 0.425 0.775 -0.662 -0.152
C 1.309 0.878 0.579 -0.116
C 0.708 -0.077 1.380 -0.198
N -0.294 -0.791 0.719 0.107
H -1.243 -0.580 -2.217 0.123
H 0.646 1.253 -1.612 0.112
H 0.222 1.643 0.134 0.140
H 0.940 -0.361 2.399 0.085
H -0.849 -1.550 1.097 0.168
```



Formula: CH2FNO
Source: the OMol25 dataset
Level of theory: ωB97M-V/def2-TZVPD

Values from the calculation:
LUMO energy: 0.18 eV
electronic energy: -7320.348 eV
highest occupied orbital energy: -11.2131 eV

```
6
Properties=species:S:1:pos:R:3:lowdin_charge:R:1
C 0.900 0.374 -0.299 -0.223
N 1.257 -0.053 0.794 0.262
O 0.139 -0.680 -0.129 -0.014
H 1.187 1.204 -0.914 0.145
F -2.211 -0.316 0.439 -0.193
H -1.272 -0.529 0.110 0.023
```